A | The following is a quantum chemistry calculation of an isolated molecule of C2H2N4O2, from the Open Molecules 2025 dataset.

Structure (SMILES) = O=C(O)n1ncnn1
Orbital gap = 11.00 eV
Highest occupied orbital energy = -0.415 Eh

Positions of all 10 atoms, in Å:
O1 1.85504 -1.14256 0.57343
C1 1.19265 -0.56564 -0.35247
O2 1.55269 -0.14638 -1.52890
N1 -0.03461 0.00111 -0.08654
N2 -0.59874 -0.46071 1.03242
C2 -1.72462 0.28452 0.96714
N3 -1.68059 1.29036 -0.00799
N4 -0.61310 1.02785 -0.69498
H1 2.53732 -0.53725 -1.56395
H2 -2.48603 0.24869 1.66185

---

B | The following is a quantum chemistry calculation of an isolated molecule of C2H2N4O2, from the Open Molecules 2025 dataset.

Structure (SMILES) = O/N=c1/cnnno1
Orbital gap = 9.51 eV
Highest occupied orbital energy = -0.385 Eh

Positions of all 10 atoms, in Å:
O1 -2.58317 -0.55322 -0.16646
N1 -1.32051 0.33424 0.09051
C1 -0.19237 -0.12098 0.24021
C2 0.77376 0.90671 0.15151
N2 2.01534 0.79144 0.04405
N3 2.26440 -0.57106 -0.25821
N4 1.55179 -1.54253 -0.20290
O2 0.18227 -1.42303 0.54268
H1 -3.23589 0.19964 -0.71227
H2 0.54437 1.97878 0.27088

---

C | The following is a quantum chemistry calculation of an isolated molecule of C2H2N4O2, from the Open Molecules 2025 dataset.

Structure (SMILES) = O/N=c1/cnonn1
Orbital gap = 9.27 eV
Highest occupied orbital energy = -0.368 Eh

Positions of all 10 atoms, in Å:
O1 -2.51073 -0.43050 -0.09147
N1 -1.69602 0.78891 -0.00906
C1 -0.54298 0.30847 0.18016
C2 0.53850 1.29124 0.09463
N2 1.78000 0.99401 -0.07690
O2 2.03916 -0.40496 -0.07924
N3 1.00745 -1.46552 -0.02037
N4 -0.12410 -1.06870 0.12422
H1 -3.41302 -0.03764 -0.26440
H2 0.44121 2.38223 -0.14393

---

It is A that is the most stable of them.

---

A | The following is a quantum chemistry calculation of an isolated molecule of C2H3Cl3Si, from the Open Molecules 2025 dataset.

Orbital gap (alpha / beta) = 7.47 / 8.08 eV
Highest occupied orbital energy (alpha / beta) = -0.313 / -0.330 Eh

Positions of all 9 atoms, in Å:
C1 0.49359 -0.68496 1.38504
C2 -0.17120 0.46056 -1.45694
Si1 -0.06615 0.77589 0.38632
Cl1 -0.68245 -1.84030 1.68866
Cl2 -1.50545 -0.51712 -1.85627
Cl3 1.10202 0.20526 -2.48649
H1 1.07596 1.66392 0.66928
H2 -1.55296 1.15505 0.60106
H3 1.30663 -1.21830 1.06935

---

B | The following is a quantum chemistry calculation of an isolated molecule of C2H3Cl3Si, from the Open Molecules 2025 dataset.

Structure (SMILES) = [SiH3]C(Cl)=C(Cl)Cl
Orbital gap = 10.06 eV
Highest occupied orbital energy = -0.349 Eh

Positions of all 9 atoms, in Å:
Si1 0.19859 0.00593 -0.05700
C1 1.97650 0.58610 -0.54065
Cl1 3.23319 -0.62264 -0.49808
C2 2.26505 1.88594 -0.61807
Cl2 3.81188 2.43587 -1.01916
Cl3 1.03026 3.08531 -0.53525
H1 0.66455 -1.19008 0.72475
H2 -0.53257 -0.39007 -1.19651
H3 -0.56758 0.90530 0.83593

---

It is B that is the most stable of them.

---

A | The following is a quantum chemistry calculation of a cluster of 2 separate species, C3H11NO in total, from the Open Molecules 2025 dataset.

Structure (SMILES) = CCN.CO
Orbital gap = 10.49 eV
Highest occupied orbital energy = -0.351 Eh

Positions of all 16 atoms, in Å:
C1 -0.15936 2.52438 0.33238
C2 1.19464 1.93661 -0.04461
N1 1.15491 0.47561 0.04006
H1 -0.11346 3.61178 0.18921
H2 -0.92844 2.12466 -0.33670
H3 -0.43125 2.28153 1.35916
H4 1.42765 2.29296 -1.05624
H5 1.97230 2.29936 0.62562
H6 1.95460 0.02945 -0.39361
H7 0.34406 0.12933 -0.46066
C3 -1.42779 -2.17755 -0.58470
O1 -0.66603 -2.71795 0.46641
H8 -1.02324 -2.41009 -1.57681
H9 -2.43187 -2.60816 -0.56815
H10 -1.58935 -1.11129 -0.46414
H11 0.10400 -2.16058 0.65241

---

B | The following is a quantum chemistry calculation of a cluster of 2 separate species, C3H11NO in total, from the Open Molecules 2025 dataset.

Structure (SMILES) = NCO.CC
Orbital gap = 10.45 eV
Highest occupied orbital energy = -0.350 Eh

Positions of all 16 atoms, in Å:
N1 0.01728 -1.61754 0.17034
C1 0.26614 -1.36941 1.54902
O1 1.38611 -2.05827 2.09900
H1 0.60570 -1.12640 -0.47448
H2 -0.39345 -2.51546 -0.01040
H3 0.37137 -0.29561 1.69911
H4 -0.56723 -1.71425 2.16593
H5 2.15900 -1.83362 1.56874
C2 -1.24200 1.42952 -1.11900
C3 0.26837 1.68055 -1.04872
H6 -1.78848 2.33307 -0.85402
H7 -1.55151 0.60918 -0.48215
H8 -1.52292 1.18779 -2.14610
H9 0.84559 0.85220 -1.44696
H10 0.53539 2.56378 -1.63961
H11 0.61064 1.87447 -0.03071

---

It is B that is the most stable of them.

---

A | The following is a quantum chemistry calculation of a cluster of 2 separate species, C3H11NO in total, from the Open Molecules 2025 dataset.

Structure (SMILES) = NCO.CC
Orbital gap = 10.04 eV
Highest occupied orbital energy = -0.333 Eh

Positions of all 16 atoms, in Å:
N1 0.37773 -0.68125 -1.87202
C1 0.31623 -1.83204 -1.00692
O1 0.51497 -2.98236 -1.85813
H1 1.06769 -0.75809 -2.59731
H2 -0.44138 -0.12620 -1.95743
H3 1.16936 -1.72729 -0.33136
H4 -0.60982 -2.05829 -0.47693
H5 0.84467 -3.71110 -1.32554
C2 -0.89321 1.86806 0.84588
C3 0.16795 1.66424 1.90750
H6 -1.89664 1.84084 1.30204
H7 -0.87958 1.11211 0.07186
H8 -0.86848 2.89374 0.48115
H9 0.02275 0.60844 2.21395
H10 1.20894 1.85987 1.69328
H11 -0.10117 2.02931 2.90999

---

B | The following is a quantum chemistry calculation of a cluster of 2 separate species, C3H11NO in total, from the Open Molecules 2025 dataset.

Structure (SMILES) = CCNC.O
Orbital gap = 10.27 eV
Highest occupied orbital energy = -0.339 Eh

Positions of all 16 atoms, in Å:
C1 -1.22076 -1.47877 -0.03223
C2 -0.46991 -0.44403 -0.90896
N1 0.34200 0.38384 -0.07846
C3 1.17327 1.37059 -0.83139
H1 -1.69528 -0.83782 0.72975
H2 -0.58651 -2.22240 0.47900
H3 -2.01194 -2.01214 -0.58555
H4 -1.13206 0.27854 -1.42366
H5 0.14636 -0.94447 -1.68047
H6 0.98600 -0.22878 0.43801
H7 1.91170 0.81570 -1.43424
H8 1.71044 1.94245 -0.05611
H9 0.64431 2.08062 -1.48916
O1 0.22650 0.06416 2.30406
H10 -0.00956 0.59006 1.50659
H11 -0.01455 0.64246 3.06282

---

It is B that is the most stable of them.